# C27H66O27

A cluster of 11 separate species, C27H66O27 in total at a distorted geometry (the ωB97M-V functional and the def2-TZVPD basis, OMol25).

## Properties
HOMO level = -9.5 eV
LUMO level = 0.27 eV
SMILES = COC(=O)OC.COC(=O)OC.COC(=O)OC.COC(=O)OC.COC(=O)OC.OCCO.OCCO.OCCO.OCCO.OCCO.OCCO
total charge = 0
spin multiplicity = 1
frontier orbital gap = 9.743 eV
energy above the lowest of the compared OMol25 structures with the same formula, charge and spin = 0.000 eV

Last column: Mulliken charge in e.
Geometry (Å):
H  -3.160  -4.419  2.332  0.35
C  -3.211  -2.514  2.552  0.14
H  -1.741  -3.398  -3.083  0.37
O  -0.324  -0.195  -5.229  -0.36
C  -4.230  -2.658  1.468  0.12
C  -2.341  3.993  -2.268  -0.61
C  0.272  2.553  3.462  0.17
C  -3.122  2.180  -3.597  0.72
C  2.500  -0.340  4.318  0.12
C  0.397  3.913  1.516  0.33
H  0.691  3.869  -4.524  0.28
H  -3.753  -2.807  0.500  -0.11
H  -3.790  -4.615  -2.524  0.36
O  -3.171  -4.367  -1.841  -0.53
H  -3.412  -0.008  -5.099  0.20
C  3.928  1.572  4.261  0.72
H  -1.266  -0.098  -0.883  -0.45
H  -0.244  5.493  -0.438  0.22
H  -5.435  2.983  2.761  0.34
H  -4.727  0.668  -6.057  0.33
H  7.074  -2.101  -2.011  0.37
H  3.137  -2.604  1.886  -0.03
O  4.790  2.281  4.986  -0.35
H  -1.897  4.950  -2.473  0.34
H  -3.146  4.089  -1.565  0.46
O  0.135  1.848  -4.792  -0.32
H  -0.291  -5.955  2.201  0.35
H  -2.541  -1.652  2.415  -0.18
H  -4.760  0.653  1.363  -0.17
H  1.369  4.774  -0.915  0.17
H  6.176  2.349  6.391  0.26
O  0.565  0.331  -3.157  -0.48
H  1.660  2.617  -3.713  0.34
H  -3.930  -1.806  -1.584  0.10
H  1.632  -5.522  0.900  0.29
O  -3.587  2.004  -4.809  -0.36
H  2.056  -1.007  5.040  0.36
H  -2.960  -1.092  -2.792  -0.14
O  -1.827  0.510  1.048  -0.19
H  4.318  -1.462  1.294  -0.03
O  -4.926  3.944  0.609  -0.62
C  -4.213  2.699  0.760  0.22
O  0.740  3.705  2.792  -0.43
H  0.673  1.648  2.974  -0.50
C  0.603  -5.561  0.552  -0.82
H  -6.064  1.687  0.636  0.37
C  4.156  -2.503  1.507  0.04
H  -3.388  2.952  1.462  0.23
H  -1.044  -4.310  0.087  0.28
H  0.544  -3.520  -0.348  0.34
O  4.331  -3.348  0.344  -0.23
O  -0.407  3.205  0.897  0.00
C  0.654  2.924  -3.984  -0.12
C  0.151  0.603  -4.267  0.79
C  -2.461  -3.244  -2.291  -0.08
H  2.747  2.775  0.108  -0.06
H  0.366  2.706  4.518  0.40
C  0.470  -0.174  0.356  -0.35
H  -1.591  1.443  1.005  -0.12
H  -1.315  -1.285  0.482  -0.74
C  5.399  -3.285  -0.450  0.67
C  3.958  1.002  -0.085  0.27
C  5.161  1.992  6.304  -0.71
O  -5.675  2.068  2.605  -0.56
H  -1.742  -3.048  -1.480  -0.38
H  4.244  0.280  -0.867  0.43
H  -5.701  -3.926  1.127  0.34
H  0.958  -0.580  -0.526  0.43
H  0.379  -1.782  -6.078  0.34
H  4.929  1.643  1.394  0.46
O  0.074  -3.424  1.640  -0.57
C  7.219  -1.902  -0.955  -0.80
H  7.432  -0.840  -0.841  0.25
O  3.421  0.560  4.963  -0.42
H  -4.968  0.513  -4.407  0.20
O  1.048  4.948  1.068  -0.38
C  3.097  2.107  -0.689  0.54
O  -4.357  -2.546  -3.507  -0.66
C  -3.416  -2.055  -2.525  0.63
C  -4.165  0.755  -5.120  -0.52
H  5.064  0.943  6.504  0.35
O  6.042  -2.144  -0.214  -0.25
H  4.846  -2.827  2.291  0.37
O  -3.096  1.397  -2.677  -0.36
C  -0.157  -1.600  -5.162  -0.75
H  2.932  -0.905  3.517  -0.02
H  0.440  -1.946  -4.331  0.35
H  3.367  0.491  0.689  -0.30
H  4.540  2.468  7.050  0.27
H  -4.869  -1.762  1.341  0.24
C  0.805  5.385  -0.228  -0.46
H  -3.754  2.258  -0.124  -0.21
H  -3.708  -2.378  3.552  0.35
H  -0.869  -3.541  1.934  0.29
H  0.741  -6.034  -0.411  0.42
H  0.688  0.897  0.364  -0.51
H  2.284  1.640  -1.226  -0.29
O  3.644  1.811  3.111  -0.45
H  1.221  6.392  -0.301  0.26
C  0.010  -4.153  0.356  -0.14
O  5.116  1.451  0.482  -0.67
O  0.989  -0.687  1.572  0.16
C  -5.192  1.663  1.318  0.00
O  3.762  2.900  -1.676  -0.68
O  5.725  -4.067  -1.290  -0.59
O  -5.012  -3.807  1.791  -0.61
H  -1.090  -2.206  -5.125  0.22
O  -2.496  -3.745  2.589  -0.58
H  -4.343  4.712  0.733  0.34
O  -2.713  3.459  -3.555  -0.40
H  4.182  3.616  -1.176  0.39
H  0.106  3.072  -3.065  -0.24
H  8.056  -2.546  -0.711  0.31
H  0.695  -1.618  1.689  0.15
H  1.639  0.244  3.978  -0.17
H  -0.787  2.426  3.260  0.20
H  -1.537  3.508  -1.738  -0.04
H  -5.077  -1.965  -3.723  0.30
C  -1.071  -0.269  0.171  1.68
O  -0.277  -6.370  1.329  -0.56